(1)
{"formula": "C23H22ClN3O4S2", "method": "ωB97M-V/def2-TZVPD", "symbols": ["O", "C", "N", "C", "C", "C", "C", "C", "C", "H", "H", "N", "C", "H", "C", "O", "C", "H", "C", "H", "H", "H", "H", "H", "H", "S", "O", "O", "N", "C", "C", "C", "C", "C", "C", "Cl", "H", "H", "H", "H", "H", "H", "H", "C", "C", "C", "C", "C", "C", "S", "H", "H", "H", "H", "H"], "xyz": [[2.8411, -0.2105, -1.3978], [2.2480, -0.6204, -2.3737], [0.9370, -1.0405, -2.3561], [0.0691, -1.1192, -1.2733], [0.3542, -0.5771, -0.0227], [-0.5485, -0.7075, 1.0120], [-1.7518, -1.4029, 0.8770], [-2.0462, -1.8915, -0.4021], [-1.1626, -1.7506, -1.4499], [-1.4257, -2.1477, -2.4206], [-2.9772, -2.4059, -0.5772], [-2.6289, -1.5443, 1.9525], [-4.0266, -1.7899, 1.6504], [-4.3462, -1.1122, 0.8575], [-4.8367, -1.5130, 2.9185], [-4.4424, -2.3664, 3.9658], [-3.0800, -2.1758, 4.2695], [-2.8358, -2.8980, 5.0504], [-2.1848, -2.3958, 3.0488], [-1.1511, -2.1646, 3.3015], [-2.2541, -3.4555, 2.7505], [-2.9335, -1.1575, 4.6589], [-5.8973, -1.7063, 2.7488], [-4.6951, -0.4620, 3.2125], [-4.2085, -2.8331, 1.3441], [-0.0823, 0.1678, 2.5040], [0.3880, -0.7746, 3.4832], [0.7622, 1.2704, 2.1707], [-1.5255, 0.7652, 3.1846], [-1.8711, 2.1119, 3.1391], [-2.1731, 2.8080, 4.3091], [-2.5380, 4.1398, 4.2732], [-2.5965, 4.8116, 3.0639], [-2.3096, 4.1370, 1.8907], [-1.9626, 2.7973, 1.9280], [-1.6645, 1.9618, 0.4522], [-2.3610, 4.6387, 0.9376], [-2.8681, 5.8550, 3.0310], [-2.7665, 4.6551, 5.1935], [-2.1147, 2.2854, 5.2532], [-1.6122, 0.3657, 4.1079], [1.2639, -0.0249, 0.1456], [0.5622, -1.4004, -3.2229], [2.8613, -0.7345, -3.7059], [4.1470, -0.3965, -3.8911], [4.8613, -0.4749, -5.1225], [6.1759, -0.1424, -5.3436], [6.5844, -0.3404, -6.6734], [5.5843, -0.8220, -7.4607], [4.1213, -1.0438, -6.5958], [5.6178, -1.0621, -8.5050], [7.5769, -0.1358, -7.0328], [6.8194, 0.2314, -4.5676], [4.7030, -0.0344, -3.0350], [2.2601, -1.1003, -4.5271]], "mulliken_charge": [-0.6855, 0.6102, -0.0505, 0.5085, -0.8587, -0.6082, 0.0326, -0.2510, -1.1617, 0.3405, 0.4788, 0.7884, -0.8131, 0.4602, -0.8204, -0.3974, -0.4244, 0.3263, -0.6219, 0.4051, 0.3489, 0.1906, 0.3771, 0.3105, 0.4071, 1.5629, -0.8038, -0.6574, 0.1482, -0.1313, -0.7235, -0.7521, -0.4705, -0.5483, 0.9065, -0.1356, 0.4348, 0.3858, 0.3840, 0.3765, 0.2533, 0.8220, 0.1609, -0.8179, -0.0641, 0.4782, -0.5193, -0.4657, -0.4415, -0.1426, 0.4261, 0.3852, 0.4093, 0.4130, 0.2350], "smiles": "O=C(/C=C/c1cccs1)Nc1ccc(N2CCOCC2)c(S(=O)(=O)Nc2ccccc2Cl)c1", "gap_ev": 7.64, "e_tot_ha": -2611.418227, "homo_ev": -7.924, "e_lumo_ev": -0.283}

=====

(2)
{"formula": "C23H22ClN7O3RhS4", "method": "ωB97M-V/def2-TZVPD", "symbols": ["Rh", "Cl", "C", "C", "O", "O", "H", "H", "N", "N", "N", "C", "N", "N", "H", "H", "H", "N", "C", "S", "N", "C", "C", "C", "C", "C", "C", "H", "H", "H", "H", "H", "H", "H", "H", "O", "C", "C", "C", "C", "C", "S", "C", "C", "C", "C", "S", "C", "C", "C", "C", "S", "H", "H", "H", "H", "H", "H", "H", "H", "H"], "xyz": [[-0.1106, 0.1422, 1.8432], [-0.3560, -2.9225, 5.5394], [0.6800, -1.4732, 5.4107], [0.4505, -0.8982, 4.0424], [1.1109, -1.3085, 3.0443], [-0.4646, -0.0385, 3.8553], [1.7126, -1.7883, 5.5241], [0.3855, -0.7721, 6.1841], [-3.8532, -2.7598, -0.4307], [-2.8201, -2.4597, 0.4336], [-2.3718, -3.3134, 1.3244], [-1.4782, -2.5792, 1.9719], [-1.4278, -1.3442, 1.4588], [-2.3012, -1.2805, 0.4738], [-3.8874, -3.7696, -0.5207], [-3.6571, -2.3146, -1.3234], [-0.8771, -2.9292, 2.7930], [-3.7455, 1.9634, -0.0213], [-2.4524, 1.6637, 0.0833], [-1.7688, 1.7274, 1.6741], [-1.7089, 1.3543, -0.9636], [-2.1808, 0.9968, -2.2597], [-2.9985, 1.8342, -3.0054], [-3.4213, 1.4310, -4.2665], [-3.0032, 0.2186, -4.7902], [-2.1417, -0.5907, -4.0582], [-1.7302, -0.2080, -2.7917], [-4.2886, 2.0776, 0.8172], [-4.2137, 1.9630, -0.9115], [-0.7535, 1.0318, -0.7265], [-3.2632, 2.8166, -2.6334], [-4.0597, 2.0823, -4.8480], [-3.3245, -0.0843, -5.7772], [-1.7783, -1.5182, -4.4818], [-1.0362, -0.8109, -2.2170], [0.4144, 0.2583, -0.0897], [1.8286, 0.3720, -0.1231], [2.2620, 1.4345, -1.1109], [3.5193, 1.7122, -1.5569], [3.5595, 2.8500, -2.4077], [2.3335, 3.4119, -2.5799], [1.1220, 2.5611, -1.7250], [2.2052, 0.8737, 1.2782], [1.4547, 1.8222, 1.9874], [2.0417, 2.1046, 3.2682], [3.1757, 1.4011, 3.4797], [3.5643, 0.3684, 2.1509], [2.4221, -0.9797, -0.4675], [2.5847, -2.0782, 0.3289], [2.9416, -3.2407, -0.4062], [3.0202, -3.0048, -1.7436], [2.7036, -1.3714, -2.1208], [4.3878, 1.1272, -1.2876], [4.4597, 3.2285, -2.8684], [2.0737, 4.2695, -3.1788], [0.7464, 2.4765, 1.4945], [1.6339, 2.8177, 3.9694], [3.8205, 1.4252, 4.3440], [2.4372, -2.0768, 1.3981], [3.1343, -4.2035, 0.0440], [3.2879, -3.6987, -2.5242]], "mulliken_charge": [-0.3300, -0.1761, -0.5317, 0.7805, -0.2804, -0.5189, 0.3126, 0.3894, -0.6069, 1.0052, -1.1077, -0.3525, 0.5870, -0.1861, 0.3342, 0.2904, 0.4504, -0.3438, 0.7175, -0.3627, 0.5300, 0.0309, -0.1108, -0.8245, -0.4675, -0.9614, -0.1707, 0.2445, 0.2027, -0.1985, 0.6069, 0.4319, 0.4161, 0.4400, 0.5287, -0.1150, 4.4894, -0.8428, -0.7646, -0.7783, -0.6543, 0.1021, -2.0859, 0.2265, -1.2996, -0.5116, -0.0158, -0.1336, -0.5640, -1.0418, -0.5443, -0.0038, 0.5838, 0.4576, 0.4805, 0.7822, 0.4711, 0.5640, 0.5018, 0.4520, 0.4761], "relative_energy_kj_mol": 0.0, "gap_ev": 7.42, "charge": 1, "e_tot_ha": -3661.951785, "homo_ev": -11.093, "e_lumo_ev": -3.674}

=====

(3)
{"formula": "C23H22F16NO4P", "method": "ωB97M-V/def2-TZVPD", "symbols": ["C", "C", "C", "C", "C", "C", "C", "C", "C", "O", "N", "P", "C", "C", "C", "C", "O", "H", "H", "H", "H", "H", "H", "H", "H", "H", "H", "H", "H", "H", "H", "C", "C", "C", "F", "F", "F", "F", "O", "C", "C", "F", "F", "F", "F", "H", "H", "H", "H", "C", "C", "C", "F", "F", "F", "F", "O", "C", "C", "F", "F", "F", "F", "H", "H", "H", "H"], "xyz": [[-0.9421, 0.3627, -2.6956], [-0.8031, -0.4019, -3.8559], [0.2902, -1.3642, -4.1208], [1.1816, -1.1729, -5.1734], [2.1715, -2.0816, -5.4279], [2.3069, -3.2212, -4.6605], [1.4429, -3.3905, -3.6210], [0.4405, -2.4769, -3.3301], [-0.3514, -2.9347, -2.1019], [-1.2443, -2.3713, -1.5079], [0.1692, -4.2132, -1.8386], [0.5112, -4.6640, -0.1482], [-1.0841, -4.7531, 0.8024], [1.4364, -3.2853, 0.7000], [2.4144, -3.9672, 1.7178], [1.3365, -4.5230, -2.6208], [2.0124, -5.5093, -2.4790], [-0.3581, 1.2847, -2.6034], [-1.6347, 0.0821, -1.8976], [-1.5335, -0.2667, -4.6669], [1.1194, -0.2973, -5.8097], [2.8756, -1.9317, -6.2407], [3.0557, -3.9864, -4.8357], [-1.6144, -3.8003, 0.7429], [-0.8245, -5.0357, 1.8264], [-1.6445, -5.5887, 0.3757], [2.0455, -2.6872, 0.0187], [0.7543, -2.6782, 1.3047], [3.4488, -3.9188, 1.3683], [2.3793, -3.4874, 2.7005], [2.1735, -5.0227, 1.8881], [-2.7884, 6.2594, -3.6455], [-2.4353, 4.9433, -4.3690], [-2.3359, 3.6697, -3.5238], [-1.3843, 3.7439, -2.5758], [-2.0162, 2.6234, -4.3225], [-1.3043, 5.1252, -5.0849], [-3.4322, 4.7251, -5.2728], [-1.7315, 7.1489, -3.2856], [-1.0234, 6.9761, -2.1080], [0.4500, 6.6339, -2.3560], [0.5827, 5.5295, -3.1122], [1.0683, 6.3999, -1.1764], [-1.6344, 6.0792, -1.3124], [-1.0681, 8.1570, -1.4556], [-3.3631, 6.8334, -4.3717], [-3.4696, 6.0925, -2.8110], [-3.2921, 3.4451, -3.0429], [0.9521, 7.4604, -2.8630], [-0.8605, -0.9710, 5.5315], [0.2777, -1.8593, 4.9852], [0.8896, -2.8786, 5.9528], [1.4478, -2.2977, 7.0274], [1.8678, -3.5812, 5.3320], [1.2336, -1.0715, 4.4479], [-0.2590, -2.5663, 3.9479], [-0.5467, 0.3456, 5.9837], [-0.0877, 0.5693, 7.2709], [1.3496, 1.1014, 7.2944], [2.1974, 0.2682, 6.6658], [1.7688, 1.2251, 8.5742], [-0.2437, -0.5306, 8.0299], [-0.8873, 1.5168, 7.8049], [-1.5120, -0.7934, 4.6763], [-1.4783, -1.5037, 6.2547], [0.1357, -3.5947, 6.2927], [1.4016, 2.0773, 6.8071]], "mulliken_charge": [-0.7569, -0.9909, 1.3480, -0.5300, -0.4986, -0.6350, -0.1715, 0.6274, 0.2215, -0.6053, 0.1568, -0.1272, -1.0344, -0.3308, -1.0498, 0.0342, -0.5489, 0.2716, 0.2634, 0.3935, 0.4939, 0.3915, 0.5033, 0.3029, 0.3340, 0.3660, 0.4364, 0.2595, 0.3458, 0.1636, 0.3391, -0.7835, 0.9530, 0.1377, -0.2509, -0.2501, -0.2666, -0.3273, -0.3987, 0.7929, 0.1958, -0.2070, -0.2542, -0.2761, -0.2971, 0.4065, 0.3502, 0.2471, 0.2332, -0.8657, 1.0449, 0.0665, -0.2218, -0.2441, -0.2906, -0.2909, -0.3932, 0.7903, 0.2044, -0.2119, -0.2565, -0.2837, -0.2984, 0.4167, 0.3352, 0.2841, 0.2369], "smiles": "C=Cc1cccc2c1C(=O)N(P(C)CC)C2=O.FC(F)C(F)(F)COC(F)(F)C(F)F.FC(F)C(F)(F)COC(F)(F)C(F)F", "gap_ev": 6.74, "e_tot_ha": -3184.433450, "homo_ev": -7.344, "e_lumo_ev": -0.602}